35
Properties=species:S:1:pos:R:3:forces:R:3:mulliken_charge:R:1 method="wB97M-V/def2-TZVPD" e_above_lowest_kcal_mol=157.1 e_homo_ev=-8.7 homo_lumo_gap_ev=9.2 smiles="N[C@@H](Cc1ccc(O)cc1)C(=O)N[C@@H](CO)C(=O)O" spin_multiplicity=1 e_lumo_ev=0.47 energy_ev=-25916.9965
C -1.4087 0.6159 -0.6479 0.78 1.11 0.22 0.22
C 2.8280 -1.2371 1.1180 0.96 -1.26 5.15 -0.35
H -2.6155 1.3221 -2.8206 -0.13 0.12 -0.65 0.44
H 0.7990 -1.4896 -0.1044 0.08 3.11 -1.23 0.18
C -3.5669 -0.6291 -1.0884 -1.73 -0.33 -1.49 -0.13
C 1.0505 -0.2897 -0.3735 -1.28 -4.16 -0.62 -0.72
H 3.8691 -1.6151 3.1864 -0.14 0.45 -2.05 0.29
C 3.8331 1.3384 1.5189 0.34 1.58 -1.15 -0.88
H -2.8280 -0.7198 -3.4591 -0.64 2.46 -1.03 0.47
H -2.1411 -1.1604 0.3734 0.57 1.38 -1.61 0.37
O -2.6532 -2.8365 -1.4454 -1.37 1.45 -0.19 -0.62
O -2.7212 -1.6216 -3.2490 -0.13 -1.37 1.34 -0.48
H 4.2296 2.3683 1.5813 0.08 -0.66 0.22 0.24
H 0.3079 1.6804 0.2403 -1.45 -2.27 0.44 0.25
H 2.3915 1.9153 -0.0293 -0.36 1.33 -0.81 0.63
H 0.3502 -0.0296 2.0590 1.76 -0.05 2.04 0.25
H -3.8906 1.3023 -0.9922 -0.50 0.55 -1.91 0.33
O 5.2804 0.2116 3.2612 3.12 5.71 -0.94 -0.55
C -0.1424 0.5657 0.2738 0.60 0.97 -0.90 0.45
C 4.2949 0.3185 2.3348 -1.78 -2.80 -0.40 0.81
N -0.5284 0.0315 1.6604 -0.93 0.53 -4.17 -0.71
H 1.2136 -0.2631 -1.5731 -0.74 0.46 2.93 0.22
H 2.4874 -2.3480 1.2506 -0.16 2.38 -1.36 0.18
O -3.4415 0.9092 -3.1827 0.15 0.22 3.05 -0.72
C 3.6767 -0.9598 2.2655 -0.94 0.20 -1.65 -0.41
C 2.3176 -0.1241 0.4356 -1.13 -0.94 -1.98 0.27
H -1.1538 0.7211 2.0453 0.33 0.17 0.67 0.25
H -5.1775 0.5082 -2.0998 1.48 -0.02 0.49 0.40
O -1.4775 1.6582 -1.4091 -0.82 -4.27 1.83 -0.78
C -4.0679 0.5988 -1.8700 -0.55 0.42 -0.08 -0.65
C 2.8355 1.1362 0.4973 2.32 -1.63 3.81 -0.48
N -2.2551 -0.5261 -0.4737 1.04 4.04 1.96 -0.04
H -4.5553 -0.6698 -0.3746 2.89 -1.11 -1.20 0.29
H 5.8877 1.0942 3.0395 -1.96 -3.37 1.43 0.36
C -3.0281 -1.7765 -1.9482 0.23 -4.39 -0.16 0.62

---

87
Properties=species:S:1:pos:R:3:forces:R:3:mulliken_charge:R:1 method="wB97M-V/def2-TZVPD" e_homo_ev="-16.1 / -16.1" homo_lumo_gap_ev="5.2 / 3.8" total_charge=+3 spin_multiplicity=2 e_lumo_ev="-10.92 / -12.33" energy_ev=-92560.7821
H -1.5506 5.4773 1.5182 0.06 0.28 -0.45 0.26
N 0.0273 -3.1637 -0.0003 0.74 -2.83 0.00 0.69
H 2.3225 0.6433 4.3990 -0.39 -0.05 -0.71 0.43
H 0.6422 4.6211 -2.0222 0.48 -0.04 0.24 0.30
N 1.9995 -2.3117 -1.2865 1.36 -2.69 -0.08 0.92
C -0.9789 5.5931 0.5816 -0.68 -0.40 -0.04 -0.87
H -4.0109 -1.6494 -0.0005 0.71 0.32 0.10 0.66
C -3.3193 0.6851 -2.5294 -0.06 -0.18 0.13 -0.95
C -2.0943 1.9474 3.4477 0.57 -0.05 -0.12 -0.83
H -3.4232 -0.3664 1.6275 -3.28 2.04 3.51 0.46
H 2.2973 -0.3816 0.0000 -0.34 0.40 0.01 0.53
H 1.8432 5.3568 -0.9038 -0.31 -0.50 -0.07 0.41
C -3.6935 3.6492 -2.0463 0.14 0.20 0.77 -0.89
H -4.1811 3.7518 -3.0373 0.38 -0.12 0.44 0.41
Sb -1.0922 1.8933 0.0000 0.30 0.00 -0.02 -0.16
H -3.8752 0.7991 -3.4824 0.31 -0.03 0.49 0.54
H 2.1027 1.4020 2.7731 -0.22 -0.37 0.54 0.03
H 3.1185 -7.6664 0.0010 -0.10 0.20 0.00 0.48
H -4.5458 0.6152 0.5973 0.16 -0.38 0.54 0.32
H -4.7873 0.5539 2.3873 0.34 0.27 -0.36 0.60
H -1.4813 1.0250 3.5051 -0.27 0.47 0.24 0.10
N 1.5378 -1.1036 1.5858 -0.86 1.38 -0.49 -0.53
H 0.6887 0.6603 -3.6256 0.84 -0.10 0.03 0.02
H 1.7934 4.8528 1.9934 -0.31 -0.51 -0.08 0.46
C 2.8720 -1.7376 3.2468 -0.25 0.55 0.16 -1.53
N -0.6285 -2.0088 0.0000 0.38 1.98 0.01 0.18
H 2.1026 1.4021 -2.7730 -0.22 -0.25 -0.46 0.24
C 5.6003 -6.0849 -0.0002 0.48 0.21 0.00 -1.17
N 1.5378 -1.1036 -1.5858 -0.85 1.39 0.47 -0.53
N 1.9994 -2.3117 1.2865 1.36 -2.71 0.06 0.92
C 2.0615 -0.7336 2.7680 0.62 1.09 1.85 0.17
H -0.5312 1.8237 -3.6396 -0.55 0.81 -0.17 -0.24
C 2.0615 -0.7335 -2.7680 0.63 1.07 -1.81 0.26
H 0.5851 3.7321 2.7376 0.50 0.09 -0.24 0.31
H -1.6615 5.7087 -0.2827 0.20 0.20 0.57 0.28
H -4.5752 3.6501 0.8419 0.13 0.19 0.42 0.30
H -0.7366 -5.2125 -0.0014 0.83 -0.38 -0.01 0.52
H -4.4710 3.3906 -1.3068 0.21 0.38 -0.32 0.26
H -2.8695 1.9284 4.2409 0.43 0.00 -0.42 0.45
C 1.2091 3.9221 1.8431 -0.14 -0.53 0.24 -0.80
H -1.4473 2.8350 3.5918 -0.25 -0.50 0.17 0.33
C 1.2434 4.4475 -1.1121 -0.13 -0.48 -0.38 -0.87
Ti 0.5367 -0.3816 0.0000 -0.59 0.28 0.03 0.38
H -3.4233 4.4755 1.9549 -0.40 -0.22 -0.11 0.27
C -1.9480 -2.2565 -0.0003 -1.85 0.62 -0.31 0.24
H -0.3446 6.4981 0.6746 -0.21 -0.54 -0.13 0.40
H -2.5747 -0.1313 -2.6326 -0.55 0.28 -0.22 0.24
Si -2.9197 2.0452 1.7776 -1.51 -0.02 1.89 0.29
N 2.3680 -4.4757 0.0001 -2.06 0.59 0.00 0.72
H -4.0291 0.4352 -1.7173 0.10 0.11 -0.80 0.30
Si -2.4344 2.2795 -2.1306 -0.92 0.03 -2.17 0.31
C 2.8072 -2.7262 2.2911 -0.05 -0.49 -0.54 0.28
C 1.7782 0.5713 -3.4335 -0.20 0.26 0.14 -0.95
C -2.1547 -3.6120 -0.0009 0.07 -0.19 0.05 -1.84
H 1.9043 3.0707 1.6906 -0.21 0.58 0.20 0.11
C 3.0915 -6.5846 0.0006 -1.48 -0.46 0.00 -0.98
C 2.8074 -2.7261 -2.2911 -0.06 -0.49 0.54 0.23
H 1.9241 3.5858 -1.2669 -0.19 0.54 -0.13 0.19
C -2.9971 -1.1958 -0.0001 1.66 -1.31 -1.59 0.46
H 0.9939 -6.1750 0.0012 -0.70 0.31 0.00 0.36
C -4.0303 0.5602 1.5763 -0.91 0.98 1.22 -0.90
H -3.1986 4.6035 -1.7787 -0.54 -0.34 -0.13 0.30
H 3.3151 -3.6779 2.3501 -0.25 -0.09 -0.59 0.60
H 0.6888 0.6602 3.6256 0.61 0.12 -0.02 0.11
C -1.2807 2.6366 -3.5534 0.50 -0.04 0.23 -0.50
C -4.0147 3.5617 1.7861 0.31 0.35 -0.64 -0.86
C 1.7782 0.5712 3.4336 -0.22 0.32 -0.15 -0.81
H -2.8841 -0.5631 -0.9049 -0.08 -0.68 1.03 -1.32
H 6.0881 -5.6664 0.9046 -0.11 -0.28 -0.62 0.29
H 2.3225 0.6435 -4.3989 -0.39 -0.04 0.71 0.43
N 3.6974 -4.4569 -0.0003 2.40 0.91 0.00 -1.32
C 4.1540 -5.7193 0.0000 0.54 1.29 0.00 0.55
H 3.4309 -1.7533 -4.1731 -0.13 0.01 0.15 0.51
H 3.4308 -1.7536 4.1732 -0.14 0.01 -0.15 0.51
H 6.0876 -5.6670 -0.9055 -0.11 -0.28 0.62 0.29
H 5.7240 -7.1885 0.0001 -0.09 0.78 0.00 0.36
H -2.8844 -0.5637 0.9051 2.24 -1.88 -3.90 -0.78
Si 0.1195 4.1085 0.3383 1.56 1.79 0.28 0.34
H -4.7456 3.4646 2.6145 0.45 -0.15 -0.36 0.39
C 2.8721 -1.7374 -3.2468 -0.25 0.55 -0.16 -1.45
C -0.8919 -4.1614 -0.0009 0.01 0.43 0.02 0.51
H -0.7713 3.6028 -3.3924 -0.06 -0.44 -0.28 0.32
H -1.8686 2.6987 -4.4920 0.28 -0.06 0.52 0.43
H -3.1006 -4.1374 -0.0013 0.19 0.10 -0.01 0.54
B 1.5907 -3.1044 -0.0001 0.85 -2.26 0.01 0.57
C 1.9776 -5.7752 0.0007 -0.18 -1.31 0.00 -0.19
H 3.3153 -3.6778 -2.3502 -0.25 -0.09 0.59 0.60

---

15
Properties=species:S:1:pos:R:3:forces:R:3:mulliken_charge:R:1 method="wB97M-V/def2-TZVPD" e_above_lowest_kcal_mol=53.0 e_homo_ev=-9.7 homo_lumo_gap_ev=10.4 smiles="C=CC(N)=O.C=N" spin_multiplicity=1 e_lumo_ev=0.68 energy_ev=-9304.0932
H 0.9719 2.0374 -1.1571 0.06 -0.07 0.01 0.26
H -2.0626 0.2061 1.0762 -0.20 -0.29 -0.27 0.29
N 1.2243 1.3011 -0.5172 -0.06 0.14 0.08 -0.35
C 0.8902 0.0362 -0.8709 0.01 -0.68 0.51 0.49
H 0.6012 0.1584 1.9263 0.05 0.21 0.08 0.22
N -1.9603 0.8889 -0.7895 1.04 0.45 -0.28 -0.54
H -2.2629 -1.1316 -0.1786 0.60 -0.02 -0.46 0.29
H -1.7602 0.6494 -1.7595 -0.67 -0.42 -0.09 0.28
C 0.9240 -0.7896 1.5239 -0.34 -0.04 -0.13 -0.74
H 1.3880 1.5491 0.4415 -0.06 -0.04 -0.03 0.18
O 0.6371 -0.2818 -2.0147 -0.18 0.02 -0.24 -0.62
H 1.1776 -1.5531 2.2418 -0.12 -0.17 0.07 0.27
C -2.0482 -0.0752 0.0079 -1.01 0.30 1.13 -0.31
C 0.9523 -1.0254 0.2203 1.25 0.78 -0.30 -0.05
H 1.3273 -1.9702 -0.1503 -0.35 -0.18 -0.10 0.33